1.
{"formula": "C4H13N2O", "method": "the ωB97M-V functional and the def2-TZVPD basis", "elements": ["C", "C", "O", "N", "H", "H", "H", "H", "H", "C", "C", "N", "H", "H", "H", "H", "H", "H", "H", "H"], "coordinates": [[-2.42866, 1.52354, -0.90876], [-1.00792, 0.98278, -0.98439], [-0.23438, 1.17624, -0.03375], [-0.61437, 0.48997, -2.14826], [-2.87121, 1.11976, -0.00222], [-3.00731, 1.29161, -1.79840], [0.29729, 0.09127, -2.30838], [-1.27090, 0.33682, -2.88046], [-2.26694, 2.58899, -0.82714], [1.94181, -1.12316, 1.19218], [1.34743, -2.43379, 0.72724], [0.86039, -0.30797, 1.81194], [2.79499, -1.29307, 1.83554], [2.25786, -0.56912, 0.35832], [0.43256, -2.22512, 0.16221], [1.02388, -3.15154, 1.48639], [0.39302, -0.78947, 2.57530], [1.16475, 0.51427, 2.35605], [0.33448, 0.13727, 1.02781], [2.08116, -2.97136, 0.12860]], "nbo_charge": [-0.699, 0.713, -0.726, -0.764, 0.246, 0.225, 0.410, 0.411, 0.260, -0.221, -0.636, -0.705, 0.230, 0.219, 0.211, 0.232, 0.430, 0.434, 0.479, 0.251], "total_energy_ev": -9381.1342, "multiplicity": 1, "charge": 1, "max_force_ev_per_a": 2.245, "relative_energy_ev": 0.450, "e_lumo_ev": -2.87}

=====

2.
{"formula": "C38H47N5OYb", "method": "the ωB97M-V functional and the def2-TZVPD basis", "elements": ["Yb", "N", "N", "C", "C", "C", "C", "H", "H", "H", "C", "C", "H", "H", "H", "C", "C", "H", "H", "H", "C", "H", "H", "H", "C", "H", "H", "H", "C", "H", "C", "H", "C", "H", "C", "H", "C", "C", "H", "C", "C", "H", "C", "H", "N", "C", "C", "C", "H", "C", "C", "H", "H", "H", "C", "H", "C", "C", "H", "H", "H", "C", "H", "H", "H", "C", "C", "N", "C", "C", "C", "O", "C", "C", "C", "C", "N", "C", "H", "H", "H", "H", "H", "H", "H", "H", "H", "H", "H", "H", "H", "H"], "coordinates": [[0.65792, -0.74848, -0.40646], [2.02530, -3.90953, 1.83755], [0.85358, -2.58562, -2.50506], [1.79201, 1.70123, -0.78978], [2.83900, 0.77770, -0.48969], [2.76172, 0.47659, 0.89869], [3.59655, -0.48643, 1.63858], [4.53881, -0.68845, 1.12117], [3.07318, -1.52569, 1.69356], [3.77478, -0.16967, 2.66551], [1.66990, 1.19536, 1.45178], [1.27094, 1.21033, 2.88301], [1.70021, 2.07520, 3.41750], [1.60601, 0.30234, 3.40173], [0.17832, 1.27542, 2.99377], [1.07626, 1.95748, 0.41247], [-0.04880, 2.90873, 0.59414], [-0.91509, 2.40893, 1.05536], [-0.37590, 3.32534, -0.36620], [0.22928, 3.75389, 1.24698], [3.83558, 0.24431, -1.45100], [4.73854, 0.87699, -1.45729], [3.45110, 0.22953, -2.48261], [4.14426, -0.77820, -1.19212], [1.55725, 2.33625, -2.11152], [0.50186, 2.61758, -2.24142], [1.81891, 1.65488, -2.93254], [2.16584, 3.24966, -2.24304], [1.29985, -4.44777, 2.74805], [1.79851, -4.47474, 3.73796], [0.02163, -4.98234, 2.44671], [-0.45975, -5.53543, 3.25234], [-0.53977, -4.79752, 1.16887], [-1.55645, -5.25680, 0.98603], [0.15806, -4.01676, 0.21979], [-0.26693, -3.84497, -0.78670], [1.41870, -3.38470, 0.70209], [2.37398, -2.22499, 0.69715], [2.94405, -2.65711, -0.25297], [0.54998, -1.40312, -2.89160], [1.58472, -3.32987, -3.39929], [2.00951, -4.21874, -3.01542], [1.35255, -2.75320, -4.63674], [1.48730, -3.12251, -5.63920], [0.66219, -1.50607, -4.29450], [0.53697, -0.34991, -4.95525], [1.61301, 0.02059, -5.79763], [1.41844, 1.19776, -6.50276], [2.14811, 1.43914, -7.28243], [0.30602, 1.99614, -6.24072], [0.09423, 3.20247, -7.07927], [-0.43464, 3.96006, -6.49857], [-0.50000, 2.96995, -7.97177], [1.06716, 3.57991, -7.40182], [-0.62203, 1.69249, -5.23829], [-1.50167, 2.31482, -5.04631], [-0.47584, 0.54182, -4.49142], [-1.39471, 0.22504, -3.33996], [-1.59453, -0.84158, -3.18147], [-2.35928, 0.70247, -3.57590], [-1.10816, 0.67148, -2.36149], [2.86543, -0.79969, -5.87821], [2.68574, -1.83572, -6.17522], [3.49661, -0.80592, -4.97333], [3.47373, -0.35324, -6.67060], [-5.75550, 1.12479, 5.76206], [-4.66172, 2.11892, 5.42539], [-3.60062, 1.50458, 4.62536], [-2.26916, 2.14092, 4.74365], [-1.29326, 1.36021, 5.60636], [-3.96423, 0.99205, 3.38114], [-5.06840, 1.19427, 2.85391], [-2.92504, 0.06356, 2.79440], [-2.55628, -1.03677, 3.57664], [-1.41612, -1.73914, 3.21200], [-0.70294, -1.31293, 2.07934], [-1.17038, -0.39948, 1.21172], [-2.30840, 0.27954, 1.56230], [-6.39319, 0.96884, 4.88768], [-6.36084, 1.52613, 6.58046], [-5.32965, 0.16622, 6.08252], [-5.08888, 2.96678, 4.86628], [-4.17808, 2.49662, 6.33339], [-1.85534, 2.29311, 3.73235], [-2.43322, 3.13337, 5.19092], [-1.24305, 0.30583, 5.31322], [-0.29297, 1.79641, 5.50536], [-1.58745, 1.41548, 6.66137], [-3.14436, -1.29869, 4.45638], [-1.04906, -2.57704, 3.78994], [0.28967, -1.76051, 1.87906], [-2.71159, 1.01980, 0.86365]], "mulliken_spin": [-0.023, -0.001, -0.005, -0.004, 0.007, -0.062, 0.284, -0.011, 0.062, -0.003, 0.011, -0.005, -0.001, 0.003, 0.003, 0.032, 0.004, 0.001, -0.002, 0.001, 0.008, 0.000, -0.005, 0.003, -0.003, -0.001, -0.002, 0.001, 0.060, 0.002, -0.022, -0.003, 0.042, 0.002, -0.006, -0.002, -0.111, 0.710, -0.011, 0.022, 0.003, 0.000, -0.002, 0.000, -0.001, 0.001, -0.001, 0.000, 0.000, 0.001, -0.001, 0.000, 0.000, 0.000, -0.001, 0.000, 0.001, -0.003, 0.001, -0.001, 0.010, 0.000, 0.000, 0.000, 0.000, 0.000, 0.000, 0.000, 0.000, 0.000, 0.000, 0.000, 0.001, 0.002, 0.000, 0.011, 0.002, 0.001, 0.000, 0.000, 0.000, 0.000, 0.000, 0.000, 0.000, 0.000, 0.000, 0.000, 0.000, 0.001, -0.002, 0.000], "s2": 0.76, "total_energy_ev": -81189.9046, "multiplicity": 2, "charge": -1, "max_force_ev_per_a": 8.387, "relative_energy_ev": 6.508, "e_lumo_ev": [2.25, 2.25]}

=====

3.
{"formula": "C31H44FN8OPS2SiY", "method": "the ωB97M-V functional and the def2-TZVPD basis", "elements": ["Y", "N", "C", "S", "N", "N", "C", "C", "C", "C", "C", "C", "C", "O", "H", "H", "H", "H", "H", "H", "H", "C", "C", "N", "N", "C", "N", "S", "C", "C", "C", "C", "C", "N", "H", "H", "H", "H", "H", "H", "H", "H", "H", "C", "Si", "C", "C", "N", "C", "C", "C", "C", "C", "C", "F", "H", "H", "H", "H", "H", "H", "H", "H", "H", "H", "H", "H", "H", "C", "C", "P", "C", "C", "C", "C", "H", "H", "H", "H", "H", "H", "H", "H", "H", "H", "H", "H", "H", "H", "H"], "coordinates": [[9.56682, 10.31625, 13.87244], [6.04848, 13.32119, 12.31290], [7.03208, 12.50045, 12.78697], [7.59926, 11.21238, 11.87164], [7.37592, 12.89952, 14.04028], [8.20272, 12.14973, 14.84229], [7.95895, 12.46804, 16.14860], [8.61584, 11.80977, 17.20331], [8.58731, 12.49656, 18.50232], [9.29983, 12.05121, 19.60088], [9.97809, 10.81222, 19.49586], [10.02699, 10.16459, 18.31922], [9.31078, 10.59244, 17.13382], [9.38602, 9.85192, 16.05397], [5.34169, 12.84951, 11.75866], [5.84607, 14.13832, 12.86719], [7.29756, 13.24458, 16.45700], [8.02298, 13.42085, 18.58488], [9.47031, 12.49700, 20.54270], [10.40728, 10.36495, 20.39140], [10.75277, 9.27326, 18.19475], [8.88248, 6.09100, 11.93448], [8.71579, 7.38511, 12.56552], [9.50837, 8.39425, 12.21632], [10.39834, 8.17641, 11.25140], [11.05310, 9.22010, 10.73568], [11.50325, 9.11413, 9.46152], [11.43328, 10.65940, 11.64817], [7.71164, 7.63335, 13.58056], [6.92866, 6.55967, 14.04708], [6.15496, 6.79721, 15.16122], [5.96376, 8.10949, 15.56008], [6.72564, 9.15184, 15.01317], [7.69023, 8.84932, 14.15534], [8.53067, 6.14629, 10.89684], [8.33363, 5.24775, 12.39522], [9.95396, 5.80185, 11.93832], [11.39845, 8.18296, 9.11488], [12.18517, 9.77085, 9.12054], [6.96068, 5.59338, 13.62374], [5.53383, 6.09543, 15.81419], [5.30201, 8.40529, 16.46449], [6.62892, 10.19658, 15.21141], [13.39616, 13.25228, 13.47467], [11.91458, 13.15859, 14.67466], [10.54690, 14.24051, 13.95486], [12.00171, 13.77140, 16.40602], [11.54076, 11.44189, 14.77704], [12.58411, 10.64009, 15.09494], [13.84805, 11.06202, 15.67106], [14.91641, 10.13643, 15.96453], [14.81823, 8.75459, 15.68996], [13.66763, 8.34578, 15.05753], [12.63819, 9.22490, 14.83234], [11.59134, 8.70848, 14.09514], [13.33178, 13.91756, 12.57983], [13.61097, 12.23902, 13.27046], [14.24745, 13.46649, 14.13806], [9.78908, 14.55926, 14.63744], [10.18202, 13.78852, 13.01461], [10.98014, 15.18660, 13.65408], [11.04474, 14.26819, 16.67489], [12.72509, 14.59037, 16.50598], [12.52674, 13.02006, 17.11848], [13.97383, 12.12266, 15.88042], [15.83283, 10.58102, 16.39533], [15.59370, 8.13656, 16.04056], [13.46080, 7.34269, 14.73028], [9.09120, 12.22614, 7.91915], [10.16309, 12.94059, 7.17529], [9.94945, 14.74410, 6.81045], [10.23214, 14.63978, 4.93152], [11.44241, 15.36620, 4.44508], [8.19939, 14.98018, 6.94508], [7.59774, 16.21573, 6.26668], [8.83692, 12.91540, 8.70774], [9.49249, 11.28147, 8.31885], [8.13062, 11.98010, 7.47997], [10.28437, 12.62568, 6.15235], [11.15035, 12.77528, 7.61848], [9.34133, 15.03834, 4.48576], [10.30797, 13.58935, 4.82033], [11.74620, 14.95577, 3.51831], [12.22161, 15.19189, 5.19211], [11.32672, 16.46491, 4.46231], [7.92158, 15.03942, 7.98276], [7.76762, 14.08832, 6.50427], [7.90040, 17.17066, 6.76903], [6.51736, 16.10836, 6.32601], [7.88367, 16.42985, 5.25192]], "mulliken_charge": [-0.127, -0.470, 0.468, -0.460, -1.279, 1.712, -1.140, 1.369, -1.137, -0.837, -0.458, -0.442, 0.829, -0.663, 0.195, 0.228, 0.253, 0.285, 0.420, 0.374, 0.178, -1.620, 0.619, 1.164, -1.518, 0.467, -0.386, -0.495, 0.831, -1.079, -0.589, -0.662, -0.197, 0.634, 0.269, 0.387, 0.318, 0.232, 0.227, 0.321, 0.275, 0.252, 0.401, -1.146, 0.228, -1.251, -1.216, 0.923, 0.579, -0.379, -0.883, -0.714, -0.792, -0.103, 0.141, 0.335, 0.424, 0.342, 0.336, 0.153, 0.499, 0.294, 0.454, 0.291, 0.197, 0.315, 0.424, 0.411, -1.080, -0.319, -0.179, -0.637, -1.250, -0.258, -1.294, 0.269, 0.241, 0.305, 0.296, 0.357, 0.399, 0.435, 0.387, 0.330, 0.297, 0.385, 0.261, 0.316, 0.359, 0.376], "total_energy_ev": -89431.4338, "multiplicity": 1, "charge": -1, "max_force_ev_per_a": 4.563, "relative_energy_ev": 0.217, "e_lumo_ev": 2.13}

=====

4.
{"formula": "C6H15NO", "method": "the ωB97M-V functional and the def2-TZVPD basis", "elements": ["C", "C", "N", "C", "C", "C", "C", "H", "H", "H", "H", "H", "H", "H", "H", "H", "H", "H", "H", "H", "H", "H", "O"], "coordinates": [[2.55603, 1.10556, 0.07165], [1.94142, 0.33675, -1.09311], [1.03555, -2.29135, -0.11139], [0.09104, -1.20372, -0.38791], [0.47687, -0.03024, -0.90175], [-0.41156, 1.22579, -0.72834], [-1.29676, -1.66541, -0.23471], [3.63879, 0.98512, -0.09617], [2.26052, 0.64354, 1.02115], [2.26791, 2.15408, 0.17117], [1.97836, 1.03240, -1.94381], [2.44821, -0.55658, -1.44777], [1.07192, -2.51164, 0.86715], [1.89043, -2.20496, -0.63100], [-1.08290, 1.15997, 0.16111], [0.18950, 2.12228, -0.63082], [-1.17289, 1.20915, -1.53577], [-1.72925, -1.90260, -1.23557], [-1.51959, -2.54069, 0.35950], [-2.06461, -0.97107, 0.14725], [-4.87611, 1.68491, 2.49354], [-3.49566, 0.87548, 2.59319], [-4.19724, 1.34323, 3.09244]], "nbo_charge": [-0.633, -0.423, -0.879, 0.148, -0.086, -0.821, -0.874, 0.196, 0.210, 0.208, 0.194, 0.186, 0.371, 0.360, 0.191, 0.199, 0.211, 0.206, 0.216, 0.192, 0.411, 0.374, -1.158], "s2": 0.75, "total_energy_ev": -10000.5837, "multiplicity": 2, "charge": -1, "max_force_ev_per_a": 2.712, "relative_energy_ev": 1.327, "e_lumo_ev": [3.58, 3.42]}